Here is a cluster of 2 separate species, C5H12N2O3 in total at a distorted geometry from the Open Molecules 2025 dataset. Energies are from ωB97M-V with the def2-TZVPD basis set.

Each line ends with the Mulliken charge.
Geometry (Å):
C 1.028920 -1.688582 -0.563552  -0.82
N 1.287195 -0.389259 0.025459  0.01
C 1.990103 0.519708 -0.860798  -1.03
C 0.211712 0.182139 0.788329  -0.06
C 0.777168 1.114064 1.856990  -0.09
O 0.129446 1.874689 2.535404  -0.51
C -0.967056 0.761189 -0.033524  0.61
N -2.174707 0.849366 0.657338  -0.54
O -0.778110 1.350560 -1.090059  -0.58
H 1.982474 -2.139796 -0.872799  0.33
H 0.569907 -2.352633 0.182437  0.29
H 0.367057 -1.640555 -1.447015  0.29
H 1.584800 0.523904 -1.888651  0.30
H 1.946034 1.547565 -0.471053  0.35
H 3.049387 0.230054 -0.909004  0.34
H -0.243117 -0.627583 1.391603  0.24
H 1.872500 0.994885 2.005793  0.39
H -2.124238 1.051203 1.654015  0.22
H -2.918969 1.338167 0.171844  0.29
H -2.846500 -0.950258 -0.288259  0.34
O -2.300637 -1.500345 -1.003793  -0.67
H -2.443359 -1.048483 -1.840708  0.32

Atoms 1-6, force components in eV/Å:
C -0.031 -0.196 -0.101
N 0.034 0.039 0.271
C 0.308 0.205 -0.260
C -0.607 -1.071 -0.238
C -0.251 0.612 0.177
O 0.110 -0.431 -0.402

orbital gap: 0.3424 hartree
SMILES: CN(C)[C@@H](C=O)C(N)=O.O
charge: 0
relative energy (zero: lowest compared OMol25 entry of this formula, charge and spin): 43.5 kcal per mole
E_LUMO: 0.68 eV

---

Here is the molecule C5H12N2Si at a distorted geometry from the Open Molecules 2025 dataset. Energies are from ωB97M-V with the def2-TZVPD basis set.

Each line ends with the Mulliken charge.
Geometry (Å):
C -2.851975 1.115750 -0.334884  -0.62
C -1.613609 1.161182 0.226537  -0.14
C 2.006982 0.027915 -0.864322  -0.49
C 2.141800 0.286156 0.663264  -0.51
C -1.085188 -2.057106 0.182238  -1.11
N 0.648745 0.016024 -1.238851  -0.20
N 0.877085 0.146947 1.309151  -0.41
Si -0.449758 -0.274665 0.104418  0.18
H -3.731058 1.819260 -0.232178  0.23
H -3.200831 0.220284 -0.735429  0.19
H -1.198223 2.107465 0.666592  0.29
H 2.312598 0.936947 -1.252591  0.34
H 2.733532 -0.812355 -1.136961  0.25
H 2.914503 -0.375389 1.128820  0.27
H 2.420704 1.250878 0.892192  0.26
H -0.428560 -2.650384 -0.414037  0.34
H -0.982901 -2.389115 1.217996  0.32
H -2.007415 -2.249362 -0.286047  0.37
H 0.520480 0.032588 -2.192841  0.19
H 0.847684 -0.408406 2.073068  0.25

Atoms 1-6, force components in eV/Å:
C 0.189 1.538 2.042
C -1.648 0.792 -0.780
C 1.970 -0.443 1.473
C 0.424 -2.423 0.131
C 1.067 1.168 0.689
N -1.513 -1.406 2.550

orbital gap: 0.3374 hartree
SMILES: C=C[Si]1(C)NCCN1
charge: 0
relative energy (zero: lowest compared OMol25 entry of this formula, charge and spin): 2.0 kcal per mole
E_LUMO: 0.91 eV

---

Here is the ion C5H12N3 with charge +1 at a distorted geometry from the Open Molecules 2025 dataset. Energies are from ωB97M-V with the def2-TZVPD basis set.

Each line ends with the Mulliken charge.
Geometry (Å):
C -0.387564 -0.732186 0.944870  0.46
C -0.712073 -2.047775 1.451677  0.12
C 1.323724 1.749737 0.255101  -1.15
C 0.178341 1.105539 -1.943967  -1.27
C 0.696635 -0.633789 -0.248286  -1.01
N -1.635656 -0.409612 0.411199  -0.45
N -0.957059 -3.144555 1.798370  -0.10
N 0.687957 0.705706 -0.612136  0.26
H 0.052495 0.058133 1.658819  0.32
H 1.590980 2.452192 -0.400564  0.38
H 0.480802 2.102869 0.863168  0.41
H 2.205081 1.623096 0.860657  0.31
H -0.622667 1.768060 -1.813921  0.46
H 0.870562 1.764976 -2.556377  0.36
H 0.185743 0.349748 -2.598574  0.43
H 1.611235 -1.139366 0.194422  0.36
H 0.309611 -1.314413 -1.094207  0.41
H -2.398841 -0.250017 1.085384  0.22
H -1.541616 -3.737121 2.294349  0.29
H -1.937690 -0.271222 -0.549983  0.19

Atoms 1-6, force components in eV/Å:
C 0.964 0.780 -0.240
C 0.639 -2.063 1.157
C -3.060 -2.330 0.902
C 3.158 3.437 2.133
C -0.274 -2.300 -0.152
N -3.410 0.883 0.787

orbital gap: 0.2850 hartree
SMILES: CN(C)C[C@@H](N)C#[NH+]
charge: +1
relative energy (zero: lowest compared OMol25 entry of this formula, charge and spin): 111.6 kcal per mole
E_LUMO: -4.31 eV

---

Here is a cluster of 2 separate species, C5H12N3 in total at a distorted geometry from the Open Molecules 2025 dataset. Energies are from ωB97M-V with the def2-TZVPD basis set.

Each line ends with the Mulliken spin population.
Geometry (Å):
C -3.665468 -0.985702 -0.075136  -0.02
C -2.608915 -0.194570 0.052776  0.05
C 1.720429 0.178528 1.410235  0.01
C 1.251179 -1.309459 -0.355439  0.00
C 0.981854 1.027136 -0.764597  0.80
N -1.088114 1.541560 -0.441477  0.47
N -1.565357 0.428137 0.315032  0.01
N 1.295044 0.066123 0.035247  0.63
H -4.538346 -1.060441 0.417218  0.00
H -3.330119 -1.690945 -0.732118  0.00
H 1.278259 -0.381223 2.173194  0.03
H 2.772174 -0.392116 1.231056  0.04
H 2.053376 1.098459 1.735271  0.02
H 1.185684 -1.279667 -1.427448  0.02
H 2.049023 -1.780269 0.169580  0.00
H 0.325862 -1.618506 0.058260  0.05
H 0.717812 0.931598 -1.740974  -0.01
H 1.099405 1.973416 -0.416434  -0.03
H -1.041958 2.433989 0.159524  -0.04
H -1.515680 1.901718 -1.277656  -0.03

Atoms 1-6, force components in eV/Å:
C 4.826 2.500 -0.373
C -1.530 0.411 0.519
C 4.190 -1.857 -2.876
C -0.349 1.850 -0.500
C -0.035 4.460 -3.249
N -1.704 1.730 3.144

orbital gap (spin up / spin down): 0.2360 / 0.2252 hartree
charge: +1
relative energy (zero: lowest compared OMol25 entry of this formula, charge and spin): 116.4 kcal per mole
E_LUMO (spin up / spin down): -3.01 / -7.52 eV
spin multiplicity: 3

---

Here is a cluster of 2 separate species, C5H12N3O in total at a distorted geometry from the Open Molecules 2025 dataset. Energies are from ωB97M-V with the def2-TZVPD basis set.

Each line ends with the Mulliken charge.
Geometry (Å):
C -2.370757 -0.800867 0.672524  0.10
C 1.389734 -0.927774 -0.244567  0.58
C -1.890659 0.071935 -1.530799  -0.93
C 1.587538 1.099316 0.927841  -0.78
C 3.653137 0.065480 -0.095243  -0.93
N -1.575057 -0.505377 -0.303499  -0.17
N 2.170361 -0.032101 0.230899  0.02
N -3.677964 -0.544800 0.715783  -0.33
O 0.284167 -1.303934 -0.365353  -0.26
H -2.119174 -1.554940 1.462003  0.30
H -2.430031 1.099273 -1.227654  0.33
H -0.852268 0.136427 -1.992446  0.21
H -2.510094 -0.441562 -2.207334  0.36
H 1.410883 0.919159 1.960948  0.25
H 2.324930 1.871844 0.639691  0.37
H 0.638454 1.339344 0.374276  0.31
H 3.997311 -0.906340 -0.334186  0.37
H 3.766731 0.808723 -0.924671  0.37
H 4.312920 0.417212 0.667840  0.37
H -4.202694 -1.070570 1.391608  0.25
H -3.907459 0.259556 0.182340  0.21

Atoms 1-6, force components in eV/Å:
C 0.668 -1.868 -1.028
C -1.401 0.691 1.067
C 0.968 3.792 0.899
C -0.783 1.539 -2.535
C -1.150 0.643 -1.298
N -1.109 -1.164 3.636

orbital gap (spin up / spin down): 0.2768 / 0.2769 hartree
charge: +1
relative energy (zero: lowest compared OMol25 entry of this formula, charge and spin): 121.5 kcal per mole
E_LUMO (spin up / spin down): -4.81 / -4.81 eV

---

Here is the ion C5H12N3O with charge +1 at a distorted geometry from the Open Molecules 2025 dataset. Energies are from ωB97M-V with the def2-TZVPD basis set.

Each line ends with the Mulliken charge.
Geometry (Å):
C 0.330559 0.120820 0.099061  0.32
C 0.685292 -0.238581 -2.461813  -1.68
C -1.590547 -0.819794 -1.471607  -1.21
C 0.063718 0.655297 3.446198  -0.68
C -0.405084 0.207922 -1.376791  0.41
N -0.036627 1.070979 0.847378  -0.51
N 1.142905 -0.760160 0.627990  0.03
N 0.892149 0.812837 2.243974  0.12
O 1.647417 -0.220193 1.805060  -0.22
H 0.308510 0.057129 -3.414322  0.42
H 0.794475 -1.292045 -2.326842  0.48
H 1.491887 0.344392 -2.297213  0.47
H -2.474126 -0.324378 -1.504550  0.34
H -1.563667 -1.438541 -0.651059  0.39
H -1.296046 -1.429991 -2.360094  0.32
H -0.407838 1.570665 3.694548  0.35
H -0.695414 -0.109785 3.352302  0.26
H 0.816983 0.470099 4.185963  0.36
H -0.732550 1.201182 -1.490207  0.46
H 1.517121 -1.554839 0.253276  0.18
H 1.450866 1.653567 2.333269  0.37

Atoms 1-6, force components in eV/Å:
C -2.360 0.816 -2.440
C -3.661 0.478 1.729
C 4.144 0.227 -1.772
C 0.788 -1.108 -0.017
C 1.830 -3.358 0.637
N 0.386 2.039 2.199

orbital gap: 0.4023 hartree
SMILES: CC(C)C1=N[N@@H+](C)ON1
charge: +1
relative energy (zero: lowest compared OMol25 entry of this formula, charge and spin): 169.0 kcal per mole
E_LUMO: -3.26 eV